1.
{
  "formula": "C54H43AsBr2N6O5S2Ti",
  "method": "ωB97M-V with the def2-TZVPD basis set",
  "species": ["Ti", "N", "C", "C", "C", "O", "O", "H", "H", "H", "H", "H", "H", "C", "C", "C", "C", "C", "C", "C", "C", "C", "C", "C", "C", "C", "C", "C", "N", "H", "H", "H", "H", "H", "H", "H", "H", "H", "H", "Br", "C", "C", "C", "Br", "C", "C", "C", "C", "N", "C", "C", "O", "H", "H", "H", "H", "N", "C", "C", "C", "C", "C", "C", "S", "O", "O", "N", "C", "S", "C", "C", "N", "H", "H", "H", "H", "H", "H", "H", "H", "C", "C", "C", "C", "C", "C", "As", "C", "C", "C", "C", "C", "C", "C", "C", "C", "C", "C", "C", "H", "H", "H", "H", "H", "H", "H", "H", "H", "H", "H", "H", "H", "H", "H"],
  "xyz": [[-0.908, -0.548, -0.085], [1.755, -1.749, 2.561], [1.072, -2.191, 3.765], [-0.331, -2.679, 3.410], [-1.036, -1.622, 2.565], [-1.426, -0.617, 3.106], [-1.145, -1.857, 1.249], [1.901, -2.511, 1.910], [2.654, -1.340, 2.770], [0.973, -1.327, 4.423], [1.602, -2.977, 4.313], [-0.896, -2.816, 4.331], [-0.281, -3.620, 2.857], [1.430, -4.005, -1.146], [2.282, -3.654, -2.181], [2.384, -2.321, -2.529], [1.645, -1.325, -1.876], [0.735, -1.658, -0.854], [0.677, -3.022, -0.522], [1.888, 0.100, -2.218], [2.898, 0.486, -3.145], [3.159, 1.800, -3.361], [2.438, 2.779, -2.641], [2.661, 4.166, -2.786], [1.927, 5.064, -2.062], [0.942, 4.604, -1.161], [0.711, 3.266, -1.014], [1.446, 2.313, -1.755], [1.175, 0.989, -1.581], [1.334, -5.039, -0.834], [2.861, -4.404, -2.707], [3.056, -2.069, -3.338], [-0.009, -3.349, 0.242], [3.462, -0.253, -3.691], [3.922, 2.110, -4.068], [3.425, 4.501, -3.480], [2.098, 6.129, -2.173], [0.362, 5.317, -0.586], [-0.029, 2.905, -0.319], [-2.365, 2.287, 3.040], [-0.527, 2.464, 2.680], [0.157, 3.496, 3.354], [1.473, 3.722, 3.124], [2.286, 5.230, 3.942], [2.223, 2.879, 2.276], [3.605, 3.024, 2.021], [4.237, 2.126, 1.216], [3.486, 1.074, 0.660], [2.200, 0.928, 0.844], [1.547, 1.811, 1.632], [0.115, 1.660, 1.759], [-0.523, 0.782, 0.943], [-0.395, 4.128, 4.036], [4.141, 3.848, 2.469], [5.297, 2.209, 1.009], [3.967, 0.328, 0.026], [-4.160, -3.701, 5.815], [-4.074, -2.931, 4.671], [-3.831, -3.533, 3.429], [-3.870, -2.783, 2.270], [-4.126, -1.417, 2.339], [-4.324, -0.801, 3.564], [-4.294, -1.552, 4.723], [-4.427, -0.511, 0.863], [-5.544, -1.139, 0.205], [-4.523, 0.878, 1.202], [-3.098, -0.714, -0.069], [-2.994, -1.659, -1.032], [-4.168, -2.841, -1.552], [-2.966, -3.468, -2.646], [-1.818, -2.778, -2.567], [-1.830, -1.733, -1.659], [-3.810, -4.640, 5.788], [-4.142, -3.242, 6.707], [-3.641, -4.601, 3.378], [-3.710, -3.259, 1.311], [-4.501, 0.267, 3.596], [-4.460, -1.075, 5.683], [-3.196, -4.306, -3.289], [-0.920, -2.959, -3.142], [-6.148, 0.079, -3.817], [-4.966, -0.351, -4.400], [-3.744, 0.058, -3.883], [-3.689, 0.908, -2.780], [-4.882, 1.350, -2.213], [-6.103, 0.939, -2.729], [-1.983, 1.407, -1.922], [-2.562, 3.254, -1.623], [-2.400, 3.829, -0.375], [-2.774, 5.146, -0.136], [-3.307, 5.905, -1.167], [-3.522, 5.319, -2.411], [-3.170, 3.997, -2.632], [-1.035, 1.654, -3.637], [-0.738, 2.882, -4.220], [-0.055, 2.945, -5.430], [0.347, 1.782, -6.071], [0.091, 0.553, -5.480], [-0.583, 0.494, -4.269], [-7.103, -0.255, -4.208], [-4.989, -1.020, -5.253], [-2.833, -0.286, -4.349], [-4.861, 2.009, -1.357], [-7.020, 1.285, -2.267], [-1.996, 3.239, 0.428], [-2.651, 5.568, 0.855], [-3.567, 6.944, -1.004], [-3.974, 5.895, -3.211], [-3.374, 3.538, -3.591], [-1.017, 3.800, -3.726], [0.166, 3.913, -5.866], [0.868, 1.835, -7.021], [0.426, -0.362, -5.957], [-0.733, -0.465, -3.787]],
  "gap_ev": 7.67,
  "e_above_lowest_kj_mol": 46.7,
  "max_force_ha_per_bohr": 0.0616,
  "e_lumo_ev": -0.20
}

2.
{
  "formula": "C54H45Ge2MgN9",
  "method": "ωB97M-V with the def2-TZVPD basis set",
  "species": ["Mg", "C", "C", "N", "C", "C", "N", "C", "C", "C", "C", "C", "N", "C", "C", "N", "C", "C", "N", "C", "C", "C", "N", "C", "C", "H", "H", "H", "H", "H", "H", "H", "H", "H", "H", "H", "H", "C", "C", "C", "C", "C", "C", "C", "C", "C", "C", "C", "C", "C", "C", "C", "N", "H", "H", "H", "H", "H", "H", "H", "H", "H", "H", "C", "Ge", "C", "C", "Ge", "C", "C", "C", "C", "C", "C", "C", "C", "C", "C", "C", "C", "H", "H", "H", "H", "H", "H", "H", "H", "H", "H", "H", "H", "H", "H", "H", "H", "H", "H", "H", "N", "C", "C", "C", "C", "C", "N", "C", "H", "H", "H", "H"],
  "xyz": [[-0.597, -0.379, 0.016], [3.186, -1.362, -2.221], [2.131, -1.481, -1.337], [1.277, -0.484, -1.119], [1.475, 0.644, -1.834], [2.601, 0.776, -2.654], [3.442, -0.214, -2.851], [0.453, 1.658, -1.683], [0.162, 2.597, -2.668], [-0.948, 3.417, -2.504], [-1.626, 3.370, -1.280], [-1.264, 2.420, -0.340], [-0.284, 1.540, -0.573], [-1.908, 2.288, 0.962], [-2.969, 3.096, 1.401], [-3.448, 3.017, 2.626], [-2.884, 2.134, 3.439], [-1.876, 1.282, 2.998], [-1.393, 1.347, 1.767], [-1.479, 4.216, -3.610], [-0.662, 4.928, -4.484], [-1.258, 5.606, -5.536], [-2.560, 5.609, -5.758], [-3.336, 4.925, -4.937], [-2.855, 4.220, -3.847], [3.868, -2.177, -2.414], [1.962, -2.389, -0.774], [2.838, 1.710, -3.146], [0.723, 2.621, -3.588], [-2.434, 4.061, -1.104], [-3.457, 3.820, 0.761], [-3.258, 2.107, 4.453], [-1.455, 0.537, 3.656], [0.406, 4.959, -4.343], [-0.667, 6.172, -6.241], [-4.395, 4.938, -5.161], [-3.536, 3.654, -3.227], [-1.373, -2.899, 3.551], [-1.964, -3.954, 2.876], [-1.925, -3.983, 1.497], [-1.281, -2.965, 0.782], [-0.699, -1.879, 1.448], [-0.775, -1.875, 2.833], [-1.217, -3.055, -0.675], [-1.257, -4.324, -1.306], [-1.288, -4.404, -2.666], [-1.269, -3.218, -3.429], [-1.353, -3.222, -4.834], [-1.334, -2.045, -5.530], [-1.219, -0.828, -4.843], [-1.117, -0.799, -3.477], [-1.154, -1.988, -2.723], [-1.130, -1.939, -1.372], [-1.389, -2.869, 4.631], [-2.460, -4.743, 3.421], [-2.430, -4.788, 0.980], [-0.312, -1.069, 3.385], [-1.246, -5.219, -0.705], [-1.336, -5.358, -3.172], [-1.444, -4.172, -5.343], [-1.419, -2.052, -6.604], [-1.213, 0.091, -5.409], [-1.025, 0.141, -2.957], [4.140, 1.840, 3.893], [2.312, 1.862, 3.073], [1.060, 2.068, 4.623], [2.112, 3.490, 1.922], [2.021, -0.320, 1.705], [2.133, -1.890, 2.961], [2.328, -1.637, 4.311], [2.376, -2.666, 5.233], [2.237, -3.975, 4.807], [2.067, -4.246, 3.460], [2.001, -3.209, 2.549], [3.814, -0.443, 0.811], [4.465, -1.658, 0.613], [5.729, -1.702, 0.054], [6.384, -0.527, -0.271], [5.751, 0.690, -0.084], [4.463, 0.723, 0.418], [4.413, 2.861, 4.147], [4.897, 1.431, 3.231], [4.133, 1.250, 4.806], [1.520, 2.764, 5.318], [0.892, 1.130, 5.147], [0.102, 2.474, 4.315], [1.772, 4.318, 2.539], [1.389, 3.339, 1.126], [3.062, 3.772, 1.476], [2.441, -0.613, 4.645], [2.508, -2.444, 6.281], [2.252, -4.780, 5.525], [1.974, -5.267, 3.123], [1.819, -3.428, 1.504], [3.978, -2.580, 0.903], [6.201, -2.657, -0.127], [7.384, -0.558, -0.675], [6.259, 1.608, -0.336], [3.948, 1.672, 0.513], [-6.031, 0.532, -3.633], [-5.548, 0.251, -2.635], [-4.937, -0.094, -1.404], [-5.674, -0.662, -0.364], [-5.007, -0.979, 0.804], [-3.640, -0.755, 0.875], [-2.936, -0.211, -0.110], [-3.572, 0.132, -1.214], [-6.730, -0.851, -0.477], [-5.530, -1.409, 1.642], [-3.085, -1.017, 1.763], [-2.987, 0.598, -1.995]],
  "s2": 0.7550,
  "spin_multiplicity": 2,
  "gap_ev": [5.22, 6.70],
  "e_above_lowest_kj_mol": 98.8,
  "charge": 1,
  "max_force_ha_per_bohr": 0.0323,
  "e_lumo_ev": [-3.70, -3.89]
}

3.
{
  "formula": "C54H46BrF5HfN4O3S3Se",
  "method": "ωB97M-V with the def2-TZVPD basis set",
  "species": ["Hf", "O", "C", "C", "C", "N", "C", "Br", "C", "H", "H", "H", "H", "C", "C", "C", "C", "C", "C", "C", "S", "O", "C", "C", "C", "C", "C", "C", "C", "C", "C", "C", "C", "C", "C", "C", "C", "C", "C", "C", "C", "C", "S", "O", "C", "C", "C", "C", "C", "C", "C", "H", "H", "H", "H", "H", "H", "H", "H", "H", "H", "H", "H", "H", "H", "H", "H", "H", "H", "H", "H", "H", "H", "H", "H", "H", "H", "C", "C", "N", "C", "C", "N", "C", "C", "H", "H", "H", "H", "H", "H", "H", "H", "H", "H", "H", "H", "H", "S", "C", "C", "N", "C", "H", "H", "H", "F", "C", "C", "F", "C", "F", "C", "Se", "C", "F", "C", "F"],
  "xyz": [[0.125, -0.534, 0.162], [-5.641, -2.049, 2.712], [-4.492, -1.691, 2.179], [-4.053, -0.374, 2.023], [-2.837, -0.145, 1.445], [-1.996, -1.127, 1.010], [-2.464, -2.390, 1.160], [-1.411, -3.794, 0.494], [-3.660, -2.720, 1.726], [-6.188, -1.304, 2.999], [-4.658, 0.464, 2.347], [-2.498, 0.867, 1.306], [-3.975, -3.751, 1.811], [4.319, 1.072, 7.349], [3.329, 1.000, 6.221], [3.311, 1.971, 5.212], [2.402, 1.916, 4.174], [1.501, 0.858, 4.144], [1.502, -0.142, 5.118], [2.411, -0.053, 6.156], [0.280, 0.709, 2.909], [0.994, 0.890, 1.508], [-0.882, 2.025, 3.189], [-1.840, 1.571, 4.136], [-2.827, 2.406, 4.551], [-2.937, 3.712, 4.012], [-3.962, 4.589, 4.443], [-4.048, 5.854, 3.940], [-3.114, 6.297, 2.975], [-2.115, 5.474, 2.542], [-1.994, 4.152, 3.048], [-0.925, 3.284, 2.640], [0.156, 3.908, 1.810], [0.957, 4.901, 2.470], [0.823, 5.160, 3.860], [1.573, 6.128, 4.464], [2.499, 6.898, 3.722], [2.650, 6.677, 2.385], [1.881, 5.684, 1.729], [1.998, 5.485, 0.333], [1.255, 4.529, -0.287], [0.328, 3.744, 0.457], [-0.496, 2.675, -0.708], [-0.952, 1.305, -0.091], [-1.944, 3.507, -1.201], [-1.990, 3.873, -2.545], [-3.080, 4.592, -3.011], [-4.123, 4.944, -2.153], [-5.294, 5.747, -2.643], [-4.053, 4.543, -0.810], [-2.975, 3.837, -0.323], [4.926, 1.975, 7.303], [4.986, 0.208, 7.319], [3.807, 1.046, 8.312], [4.014, 2.795, 5.254], [2.395, 2.680, 3.408], [0.802, -0.969, 5.071], [2.414, -0.811, 6.931], [-1.765, 0.565, 4.541], [-3.539, 2.082, 5.303], [-4.670, 4.243, 5.188], [-4.825, 6.525, 4.285], [-3.189, 7.304, 2.582], [-1.409, 5.837, 1.805], [0.125, 4.585, 4.456], [1.452, 6.315, 5.525], [3.076, 7.669, 4.216], [3.347, 7.270, 1.803], [2.667, 6.118, -0.239], [1.326, 4.401, -1.364], [-1.178, 3.621, -3.221], [-3.122, 4.888, -4.052], [-5.274, 5.873, -3.723], [-5.284, 6.738, -2.186], [-6.237, 5.275, -2.365], [-4.863, 4.801, -0.136], [-2.942, 3.539, 0.718], [4.102, 1.916, -1.490], [2.653, 1.512, -1.141], [2.502, 0.036, -1.036], [2.753, -0.560, -2.378], [4.070, -0.026, -2.987], [4.834, 0.671, -1.896], [4.973, -0.244, -0.713], [3.568, -0.451, -0.106], [4.631, 2.353, -0.646], [4.141, 2.613, -2.322], [1.969, 1.874, -1.906], [2.375, 1.960, -0.190], [1.923, -0.324, -3.037], [2.796, -1.637, -2.273], [3.908, 0.696, -3.784], [4.692, -0.829, -3.374], [5.763, 0.920, -2.238], [5.661, 0.215, -0.008], [5.414, -1.170, -1.073], [3.458, 0.077, 0.837], [3.416, -1.506, 0.089], [-1.540, -0.216, -4.313], [-1.764, -1.810, -3.753], [-1.204, -1.955, -2.532], [-0.581, -0.813, -2.045], [-0.694, 0.173, -2.921], [-2.294, -2.553, -4.332], [-1.196, -2.871, -1.966], [-0.287, 1.161, -2.767], [2.728, -6.981, -1.216], [2.436, -5.902, -0.527], [1.950, -4.780, -1.180], [1.768, -4.770, -2.495], [1.666, -3.671, -0.418], [1.163, -2.557, -1.053], [1.823, -3.610, 0.942], [1.326, -2.043, 1.880], [2.310, -4.743, 1.577], [2.481, -4.756, 2.888], [2.617, -5.883, 0.850], [3.077, -6.952, 1.457]],
  "gap_ev": 6.86,
  "charge": 4,
  "max_force_ha_per_bohr": 0.0136,
  "e_lumo_ev": -10.06
}

4.
{
  "formula": "C54H47BrN7O6S2Y",
  "method": "ωB97M-V with the def2-TZVPD basis set",
  "species": ["Y", "Br", "C", "C", "C", "C", "C", "C", "C", "C", "C", "C", "H", "H", "H", "H", "H", "H", "C", "C", "C", "C", "C", "C", "C", "S", "O", "O", "N", "C", "C", "C", "C", "C", "C", "C", "C", "N", "C", "H", "H", "H", "H", "H", "H", "H", "H", "H", "H", "H", "H", "H", "C", "O", "C", "C", "C", "C", "C", "C", "C", "N", "C", "C", "N", "C", "C", "C", "C", "N", "C", "C", "N", "C", "C", "C", "C", "H", "H", "H", "H", "H", "H", "H", "H", "H", "H", "H", "H", "H", "H", "O", "C", "C", "C", "C", "O", "N", "H", "H", "H", "H", "C", "C", "S", "O", "C", "C", "H", "H", "H", "H", "H", "H", "H", "H", "H", "H"],
  "xyz": [[16.306, -13.994, 22.086], [19.194, -15.454, 21.730], [18.531, -16.459, 20.193], [19.268, -17.574, 19.863], [19.103, -18.166, 18.609], [18.291, -17.601, 17.673], [17.561, -16.429, 17.995], [16.740, -15.819, 17.044], [15.934, -14.798, 17.374], [15.921, -14.272, 18.680], [16.733, -14.781, 19.706], [17.576, -15.864, 19.308], [19.968, -17.986, 20.601], [19.679, -19.048, 18.393], [18.090, -18.076, 16.707], [16.793, -16.129, 15.952], [15.219, -14.435, 16.638], [15.203, -13.504, 18.896], [23.053, -15.196, 26.890], [21.702, -14.588, 26.525], [21.498, -14.114, 25.223], [20.313, -13.490, 24.828], [19.270, -13.446, 25.714], [19.435, -13.912, 27.013], [20.655, -14.432, 27.387], [17.596, -13.093, 25.165], [17.806, -12.097, 21.271], [16.848, -12.728, 26.379], [17.109, -14.409, 24.475], [17.165, -15.641, 25.183], [18.114, -16.584, 24.919], [18.144, -17.828, 25.597], [17.271, -18.106, 26.576], [16.224, -17.172, 26.924], [15.202, -17.469, 27.854], [14.181, -16.558, 27.988], [14.183, -15.369, 27.194], [15.097, -15.103, 26.292], [16.158, -15.952, 26.192], [23.645, -15.304, 25.956], [22.838, -16.172, 27.350], [23.631, -14.591, 27.629], [22.342, -14.168, 24.565], [20.075, -13.206, 23.838], [18.563, -13.825, 27.656], [20.805, -14.747, 28.394], [18.897, -16.402, 24.181], [18.973, -18.492, 25.399], [17.224, -19.130, 27.028], [15.185, -18.355, 28.412], [13.309, -16.718, 28.669], [13.387, -14.637, 27.365], [5.409, -6.142, 19.134], [5.214, -7.513, 19.272], [6.221, -8.282, 19.749], [7.356, -7.793, 20.397], [8.405, -8.638, 20.650], [8.322, -10.027, 20.360], [7.148, -10.530, 19.871], [6.111, -9.694, 19.575], [9.450, -10.898, 20.868], [10.159, -10.712, 21.956], [11.136, -11.651, 21.917], [10.940, -12.516, 20.831], [9.878, -11.979, 20.160], [11.818, -13.633, 20.596], [11.520, -14.648, 19.779], [12.471, -15.674, 19.632], [13.677, -15.526, 20.283], [13.987, -14.587, 21.118], [12.988, -13.672, 21.378], [13.118, -12.855, 22.590], [14.148, -13.165, 23.419], [14.269, -12.447, 24.517], [13.426, -11.365, 24.807], [12.391, -11.043, 23.981], [12.201, -11.868, 22.847], [4.675, -5.766, 18.321], [6.453, -5.956, 18.923], [5.196, -5.609, 20.063], [7.374, -6.779, 20.676], [9.347, -8.377, 21.185], [6.932, -11.596, 19.719], [5.198, -10.092, 19.085], [9.520, -12.192, 19.213], [10.617, -14.733, 19.210], [12.379, -16.528, 18.988], [14.458, -16.283, 20.139], [14.952, -12.811, 25.293], [13.588, -10.751, 25.686], [11.755, -10.180, 24.030], [19.002, -10.695, 24.823], [18.133, -10.897, 23.988], [17.911, -9.864, 22.898], [16.682, -10.112, 21.984], [16.724, -11.490, 21.429], [15.611, -12.108, 21.170], [17.369, -12.046, 23.980], [18.863, -9.932, 22.328], [17.818, -8.883, 23.381], [16.670, -9.451, 21.099], [15.709, -9.867, 22.466], [16.476, -19.399, 21.813], [15.116, -18.697, 22.077], [15.403, -17.273, 23.188], [15.925, -16.192, 22.311], [13.711, -16.742, 23.486], [13.162, -17.588, 24.642], [16.380, -20.167, 21.057], [16.927, -19.822, 22.704], [17.285, -18.693, 21.423], [14.337, -19.335, 22.587], [14.564, -18.362, 21.151], [13.155, -16.879, 22.543], [13.774, -15.722, 23.749], [12.813, -18.604, 24.404], [12.341, -17.080, 25.083], [13.961, -17.815, 25.381]],
  "gap_ev": 6.81,
  "e_above_lowest_kj_mol": 273.1,
  "max_force_ha_per_bohr": 0.0823,
  "e_lumo_ev": -0.39
}